Entry 1:
{
  "formula": "C28H30NO2P2Ru",
  "method": "ωB97M-V with the def2-TZVPD basis set",
  "lumo_ev": [-2.56, -3.92],
  "energy_ha": -2067.51531,
  "charge": 1,
  "spin_multiplicity": 5,
  "e_homo_ha": [-0.375, -0.429],
  "gap_ev": [7.64, 7.76],
  "elements": ["Ru", "N", "P", "C", "C", "C", "C", "C", "C", "C", "C", "C", "C", "C", "C", "P", "C", "C", "C", "C", "C", "C", "C", "C", "C", "C", "C", "C", "H", "H", "H", "H", "H", "H", "H", "H", "H", "H", "H", "H", "H", "H", "H", "H", "H", "H", "H", "H", "H", "C", "O", "H", "H", "H", "C", "O", "C", "C", "H", "H", "H", "H", "H", "H"],
  "xyz": [[-0.9758, -1.1386, -1.1881], [0.2567, 1.0610, 0.5037], [0.0689, -0.5452, 1.0361], [1.7141, -1.1170, 1.5277], [2.4990, -0.4058, 2.4360], [3.7768, -0.8424, 2.7427], [4.2768, -1.9992, 2.1550], [3.5005, -2.7188, 1.2598], [2.2227, -2.2753, 0.9446], [-0.8933, -0.4461, 2.5565], [-2.0822, 0.2868, 2.5173], [-2.9017, 0.3300, 3.6320], [-2.5523, -0.3690, 4.7817], [-1.3831, -1.1131, 4.8166], [-0.5515, -1.1549, 3.7048], [-0.1263, 1.1952, -1.1412], [1.4070, 1.7107, -1.9531], [2.4609, 0.7925, -1.9327], [3.6749, 1.1101, -2.5143], [3.8409, 2.3432, -3.1353], [2.7985, 3.2547, -3.1646], [1.5805, 2.9449, -2.5710], [-1.2812, 2.5649, -1.3236], [-1.6448, 3.3728, -0.2528], [-2.5713, 4.3902, -0.4383], [-3.1379, 4.5987, -1.6860], [-2.7851, 3.7857, -2.7567], [-1.8649, 2.7670, -2.5749], [0.7961, 1.7581, 1.0044], [2.1104, 0.4888, 2.9102], [4.3836, -0.2866, 3.4450], [5.2735, -2.3402, 2.4018], [3.8872, -3.6228, 0.8081], [1.6136, -2.8326, 0.2420], [-2.3667, 0.8100, 1.6114], [-3.8187, 0.9038, 3.6031], [-3.1966, -0.3350, 5.6502], [-1.1113, -1.6589, 5.7102], [0.3624, -1.7348, 3.7381], [2.3321, -0.1686, -1.4426], [4.4919, 0.4010, -2.4852], [4.7880, 2.5920, -3.5956], [2.9316, 4.2145, -3.6458], [0.7736, 3.6658, -2.5844], [-1.2165, 3.2090, 0.7283], [-2.8505, 5.0187, 0.3969], [-3.8610, 5.3911, -1.8257], [-3.2332, 3.9400, -3.7290], [-1.6017, 2.1264, -3.4100], [-3.7802, -1.7269, -0.0460], [-2.7995, -0.8909, -0.6051], [-4.6634, -1.1323, 0.1991], [-3.4280, -2.2020, 0.8767], [-4.0904, -2.5067, -0.7494], [-1.1768, -4.2900, -0.4251], [-0.2341, -4.0671, -1.4969], [-0.0744, -2.8596, -1.9316], [0.9485, -2.8243, -3.0133], [-2.1727, -4.0173, -0.7654], [-0.8937, -3.6898, 0.4393], [-1.1245, -5.3492, -0.1980], [1.1252, -3.8077, -3.4501], [1.8814, -2.4582, -2.5694], [0.6682, -2.1003, -3.7784]],
  "forces_ev_per_a": [[-0.094, -0.021, 0.032], [0.046, 0.008, 0.014], [0.042, -0.026, -0.069], [-0.006, -0.045, -0.047], [0.001, 0.031, -0.014], [-0.013, -0.001, 0.009], [-0.007, -0.007, -0.002], [-0.003, 0.001, 0.012], [-0.005, 0.040, 0.022], [-0.030, 0.042, -0.023], [-0.003, -0.020, 0.042], [-0.014, 0.012, -0.014], [-0.003, -0.002, 0.003], [0.027, 0.001, -0.031], [-0.015, -0.020, 0.038], [0.008, 0.020, -0.036], [0.047, -0.041, -0.006], [-0.020, 0.048, -0.009], [0.006, 0.002, 0.010], [0.031, -0.018, -0.007], [-0.051, 0.022, 0.013], [0.009, -0.032, 0.020], [-0.035, -0.022, -0.006], [-0.001, 0.036, 0.005], [0.006, 0.010, 0.039], [0.004, -0.012, -0.026], [0.020, -0.006, 0.029], [0.007, 0.006, -0.006], [-0.022, -0.008, 0.012], [0.001, -0.005, 0.010], [-0.004, 0.003, -0.002], [-0.001, 0.002, -0.005], [-0.001, 0.003, 0.002], [0.007, -0.002, -0.001], [0.005, 0.006, 0.001], [0.002, -0.003, 0.006], [0.001, 0.001, 0.000], [-0.006, 0.001, 0.001], [-0.003, 0.007, 0.007], [0.001, 0.004, 0.005], [-0.003, 0.003, -0.008], [-0.004, -0.004, 0.001], [-0.004, 0.000, 0.006], [-0.008, 0.006, -0.015], [-0.004, -0.007, -0.005], [-0.003, 0.002, -0.007], [0.001, -0.001, 0.002], [-0.001, 0.003, 0.003], [-0.001, -0.007, 0.008], [-0.066, 0.033, 0.007], [0.088, -0.067, -0.010], [0.010, 0.011, 0.006], [0.032, 0.009, -0.001], [0.026, 0.003, -0.018], [-0.012, -0.007, -0.036], [0.012, -0.036, -0.005], [-0.008, 0.049, 0.071], [0.015, -0.022, -0.029], [-0.020, 0.001, -0.001], [0.023, 0.012, 0.003], [-0.005, 0.000, 0.008], [0.002, 0.007, -0.002], [-0.008, -0.005, 0.000], [0.004, 0.002, -0.005]],
  "nbo_charge": [0.779, -1.251, 1.105, -0.425, -0.129, -0.217, -0.179, -0.198, -0.195, -0.332, -0.220, -0.192, -0.184, -0.206, -0.210, 1.119, -0.315, -0.226, -0.193, -0.187, -0.188, -0.218, -0.418, -0.188, -0.200, -0.182, -0.217, -0.132, 0.421, 0.208, 0.229, 0.229, 0.226, 0.209, 0.232, 0.225, 0.227, 0.227, 0.223, 0.210, 0.223, 0.228, 0.227, 0.230, 0.218, 0.226, 0.228, 0.227, 0.211, -0.252, -0.736, 0.190, 0.167, 0.169, -0.266, -0.453, 0.251, -0.739, 0.207, 0.200, 0.221, 0.243, 0.258, 0.251]
}

***

Entry 2:
{
  "formula": "C28H31AsCl2N2O3RhSi",
  "method": "ωB97M-V with the def2-TZVPD basis set",
  "lumo_ev": -4.62,
  "energy_ha": -4976.85035,
  "charge": 1,
  "spin_multiplicity": 1,
  "e_homo_ha": -0.422,
  "gap_ev": 6.87,
  "elements": ["Rh", "C", "Si", "C", "C", "O", "H", "H", "H", "H", "H", "H", "H", "H", "H", "C", "C", "C", "C", "C", "C", "As", "C", "C", "C", "C", "C", "C", "C", "C", "C", "C", "C", "C", "H", "H", "H", "H", "H", "H", "H", "H", "H", "H", "H", "H", "H", "Cl", "C", "Cl", "C", "O", "O", "H", "C", "C", "C", "C", "N", "N", "C", "H", "H", "H", "H", "H", "H", "H", "H"],
  "xyz": [[0.1067, 0.5420, -0.3108], [-0.2247, -3.0249, -2.3562], [-1.1798, -2.4985, -0.8397], [-2.9673, -3.0091, -1.0049], [-0.4355, -3.3068, 0.6775], [-1.1506, -0.8641, -0.6666], [-0.2810, -4.1041, -2.5140], [0.8309, -2.7558, -2.2769], [-0.6258, -2.5365, -3.2471], [-3.0444, -4.0890, -0.8548], [-3.3546, -2.7813, -1.9993], [-3.6186, -2.5313, -0.2711], [-0.3857, -4.3911, 0.5529], [-1.0313, -3.1066, 1.5717], [0.5804, -2.9486, 0.8658], [-3.0460, 6.6171, -1.9549], [-1.9952, 6.4100, -1.0714], [-1.6001, 5.1200, -0.7557], [-2.2488, 4.0435, -1.3514], [-3.3131, 4.2390, -2.2206], [-3.7026, 5.5372, -2.5235], [-1.6247, 2.2497, -0.9744], [0.0133, 2.2143, -2.0278], [1.1562, 3.0143, -1.8876], [2.1732, 2.8862, -2.8062], [2.0729, 1.9440, -3.8394], [0.9421, 1.1718, -4.0017], [-0.1251, 1.3276, -3.1130], [-1.4735, 0.7421, -3.2806], [-1.8530, -0.1233, -4.2955], [-3.1643, -0.5774, -4.3594], [-4.0953, -0.1860, -3.4095], [-3.7228, 0.6693, -2.3769], [-2.4260, 1.1422, -2.3355], [-3.3579, 7.6248, -2.1932], [-1.4868, 7.2527, -0.6228], [-0.7913, 4.9640, -0.0513], [-3.8240, 3.4029, -2.6783], [-4.5238, 5.7004, -3.2086], [1.2516, 3.7057, -1.0606], [3.0565, 3.5038, -2.7263], [2.8922, 1.8402, -4.5390], [0.8740, 0.4750, -4.8258], [-1.1372, -0.4480, -5.0394], [-3.4580, -1.2471, -5.1567], [-5.1122, -0.5511, -3.4638], [-4.4474, 0.9492, -1.6218], [4.9300, 1.8924, -0.6398], [4.0856, 0.3564, -0.5549], [4.5856, -0.6022, 0.8576], [2.5893, 0.5362, -0.4107], [2.0829, 1.4004, 0.3414], [1.8293, -0.2841, -1.0157], [4.3082, -0.2229, -1.4448], [1.7334, -0.6409, 4.7119], [0.7132, -0.3898, 3.6584], [-0.6645, -0.4653, 3.6798], [-1.1069, -0.1188, 2.3993], [-0.0405, 0.1604, 1.6386], [1.0520, -0.0222, 2.4162], [-2.5165, -0.0196, 1.9326], [1.2475, -0.7712, 5.6752], [2.4324, 0.1919, 4.7894], [2.3013, -1.5451, 4.4907], [-1.2819, -0.7290, 4.5204], [1.9579, 0.2232, 2.0465], [-3.1686, -0.5474, 2.6254], [-2.6268, -0.4359, 0.9345], [-2.8310, 1.0272, 1.9130]],
  "forces_ev_per_a": [[0.533, 0.637, 0.675], [0.021, 0.035, -0.037], [0.438, -0.069, 0.118], [-0.019, 0.027, -0.036], [-0.020, -0.004, 0.001], [-0.677, 0.419, -0.521], [-0.012, -0.013, 0.010], [0.014, 0.014, 0.037], [-0.020, -0.012, -0.014], [-0.007, -0.014, -0.030], [-0.007, 0.021, -0.003], [0.029, 0.032, 0.038], [0.020, -0.003, 0.019], [-0.011, 0.015, 0.005], [0.020, 0.004, -0.028], [0.008, 0.015, 0.012], [0.014, 0.009, 0.009], [-0.020, -0.002, 0.002], [-0.143, 0.008, 0.509], [0.053, 0.050, -0.053], [-0.029, -0.017, -0.015], [0.203, -0.119, -0.628], [-0.399, -0.166, -0.262], [0.127, -0.081, -0.037], [0.006, -0.021, 0.057], [0.013, 0.001, -0.002], [-0.035, -0.037, 0.057], [-0.091, -0.068, -0.077], [-0.042, 0.032, 0.002], [0.015, 0.007, 0.041], [0.001, -0.024, -0.009], [-0.001, 0.000, 0.028], [0.005, -0.011, -0.040], [-0.075, -0.010, 0.046], [0.003, 0.005, -0.011], [-0.005, 0.003, 0.007], [-0.005, -0.013, 0.003], [0.015, -0.013, 0.008], [-0.005, -0.001, 0.004], [-0.022, 0.029, -0.021], [0.019, -0.001, 0.010], [0.003, 0.003, -0.008], [0.001, 0.009, -0.010], [-0.002, 0.010, -0.014], [-0.005, 0.000, 0.002], [0.005, -0.011, -0.002], [0.008, 0.027, -0.007], [-0.010, 0.007, 0.005], [-0.008, -0.034, -0.055], [0.002, -0.005, 0.020], [-0.110, 0.020, 0.088], [0.082, 0.286, -0.414], [0.165, -0.413, 0.447], [-0.001, -0.006, 0.023], [0.014, 0.004, 0.009], [0.002, -0.016, 0.018], [0.031, 0.043, 0.025], [0.038, -0.027, -0.074], [-0.085, -0.586, 0.206], [-0.050, -0.075, -0.192], [-0.042, 0.071, -0.018], [-0.005, 0.001, 0.000], [0.004, 0.000, 0.002], [0.002, 0.000, -0.001], [-0.013, -0.008, 0.004], [0.029, 0.040, 0.076], [0.013, -0.005, 0.006], [0.007, 0.007, -0.015], [0.011, -0.006, 0.008]],
  "nbo_charge": [1.151, -1.151, 1.901, -1.138, -1.152, -1.130, 0.245, 0.240, 0.231, 0.246, 0.239, 0.235, 0.245, 0.232, 0.230, -0.185, -0.192, -0.251, -0.208, -0.252, -0.179, 1.055, -0.460, -0.166, -0.222, -0.139, -0.225, 0.064, 0.005, -0.207, -0.186, -0.188, -0.205, -0.311, 0.230, 0.229, 0.217, 0.232, 0.229, 0.235, 0.238, 0.232, 0.229, 0.223, 0.231, 0.231, 0.224, 0.044, -0.322, 0.020, 0.747, -0.675, -0.604, 0.259, -0.654, 0.227, -0.330, 0.238, -0.260, -0.326, -0.674, 0.246, 0.239, 0.244, 0.246, 0.441, 0.240, 0.268, 0.232]
}

***

Entry 3:
{
  "formula": "C28H31BiClN7O5P",
  "method": "ωB97M-V with the def2-TZVPD basis set",
  "lumo_ev": -9.52,
  "energy_ha": -2860.32748,
  "charge": 3,
  "spin_multiplicity": 1,
  "e_homo_ha": -0.613,
  "gap_ev": 7.17,
  "elements": ["Bi", "O", "C", "O", "C", "C", "Cl", "N", "N", "C", "C", "O", "O", "C", "C", "C", "C", "C", "C", "H", "H", "H", "H", "H", "H", "C", "N", "C", "N", "C", "N", "C", "P", "C", "C", "H", "H", "H", "H", "H", "H", "H", "H", "H", "H", "H", "H", "H", "C", "N", "N", "C", "O", "C", "C", "C", "C", "C", "C", "C", "C", "C", "H", "H", "H", "H", "H", "H", "H", "H", "H", "H", "H", "H"],
  "xyz": [[0.7783, -1.2457, 0.1098], [-2.9975, 3.2630, -0.9366], [-1.8278, 3.6750, -0.5269], [-1.6087, 4.7756, -0.1190], [-0.6774, 2.6824, -0.5252], [0.6478, 3.0842, -0.2296], [1.2708, 4.6145, 0.0121], [1.4090, 1.9720, -0.1695], [0.6559, 0.8900, -0.4217], [-0.6152, 1.2973, -0.6226], [-1.6017, 0.2404, -0.9494], [-2.7141, 0.4641, -1.3398], [-1.0882, -0.9806, -0.8734], [2.8102, 1.8613, -0.0006], [3.3172, 1.1356, 1.0725], [4.6906, 1.0124, 1.1975], [5.5369, 1.5792, 0.2529], [5.0186, 2.2976, -0.8156], [3.6488, 2.4507, -0.9380], [-3.0906, 2.3299, -1.2089], [2.6410, 0.7254, 1.8089], [5.1114, 0.4767, 2.0353], [6.6043, 1.4604, 0.3577], [5.6761, 2.7313, -1.5541], [3.2158, 3.0061, -1.7540], [-0.7723, -4.1086, -5.0185], [0.5144, -3.3294, -5.3071], [0.1228, -2.0042, -5.9477], [-0.7789, -1.3022, -5.1172], [-1.9891, -2.0707, -4.8852], [-1.6551, -3.3284, -4.2402], [-1.2569, -3.1674, -2.8716], [0.3226, -2.1428, -2.7292], [1.2869, -3.0967, -4.0665], [-0.2047, -0.7733, -3.9111], [-0.5026, -5.0292, -4.4898], [-1.2349, -4.3575, -5.9769], [1.0841, -3.8680, -5.9672], [-0.3514, -2.2217, -6.9081], [1.0332, -1.4224, -6.1138], [-2.4792, -2.2730, -5.8375], [-2.6697, -1.4966, -4.2566], [-1.0852, -4.1475, -2.4171], [-2.0495, -2.6602, -2.3170], [1.6177, -4.0596, -3.6669], [2.1866, -2.5268, -4.3162], [0.6640, -0.1516, -4.1485], [-0.9438, -0.1426, -3.4181], [-1.5295, 0.2342, 6.2254], [-1.3434, -0.5172, 5.0137], [-0.8580, 0.0735, 3.8920], [-0.7174, -0.8657, 2.9255], [-0.3104, -0.4605, 1.7340], [-1.0961, -2.0836, 3.4659], [-1.4990, -1.8282, 4.7789], [-2.0270, -2.7996, 5.7560], [-0.7191, 1.4750, 3.6524], [-1.7808, 2.1436, 3.0532], [-1.6259, 3.4776, 2.7127], [-0.4138, 4.1151, 2.9412], [0.6434, 3.4352, 3.5250], [0.4924, 2.1083, 3.8936], [-1.9124, 1.2279, 5.9961], [-0.5896, 0.3405, 6.7713], [-2.2403, -0.2750, 6.8713], [-1.0959, -3.0425, 2.9889], [-2.2512, -3.7375, 5.2530], [-2.9373, -2.4317, 6.2268], [-1.3137, -3.0065, 6.5527], [-2.7060, 1.6201, 2.8590], [-2.4395, 4.0193, 2.2587], [-0.2928, 5.1487, 2.6560], [1.5873, 3.9330, 3.6964], [1.3054, 1.5776, 4.3669]],
  "forces_ev_per_a": [[-0.089, 0.289, 0.328], [-0.897, 0.018, -0.182], [0.862, -0.481, 0.052], [-0.275, 0.179, -0.080], [-0.009, 0.208, 0.153], [-0.512, -0.528, -0.077], [0.233, -0.091, -0.055], [-0.506, 0.511, 0.024], [-0.297, -0.036, -0.429], [0.595, 0.733, 0.092], [-0.069, 0.029, 0.000], [-0.108, 0.111, 0.008], [-0.024, -0.222, 0.389], [0.992, -0.154, -0.003], [-0.189, 0.133, -0.241], [0.161, -0.153, 0.006], [-0.061, -0.004, 0.050], [-0.005, -0.036, 0.084], [-0.269, -0.130, 0.037], [0.381, 0.017, 0.083], [-0.086, -0.001, 0.258], [0.001, -0.046, 0.059], [0.085, 0.022, 0.009], [0.037, 0.061, -0.009], [0.015, 0.115, -0.166], [-0.332, -0.467, -0.017], [-0.101, -0.207, -0.305], [0.050, 0.451, -0.465], [-0.183, 0.241, -0.306], [-0.163, -0.007, -0.106], [-0.359, -0.167, -0.083], [0.273, 0.070, 0.689], [-0.169, -0.571, -1.672], [0.518, 0.174, 1.026], [0.344, 0.228, 0.638], [0.075, 0.153, -0.179], [0.213, 0.065, -0.010], [-0.012, 0.048, 0.044], [0.117, -0.138, 0.087], [-0.019, -0.179, -0.002], [-0.001, 0.017, -0.023], [-0.008, -0.071, -0.019], [-0.054, 0.065, 0.018], [0.130, -0.090, -0.017], [-0.095, 0.043, -0.082], [-0.081, -0.058, -0.052], [-0.057, -0.032, 0.019], [0.002, 0.032, -0.021], [0.025, 0.493, 0.769], [-0.244, -0.558, -0.266], [0.359, -0.135, -0.645], [0.065, 0.127, 0.382], [-0.091, -0.314, 0.415], [0.012, 0.109, -0.015], [0.239, 0.194, -0.434], [-0.107, -0.103, 0.353], [-0.037, 0.449, -0.066], [0.156, 0.008, 0.130], [0.004, -0.053, 0.059], [-0.021, 0.057, -0.015], [0.018, -0.009, 0.027], [-0.089, -0.175, 0.029], [-0.043, -0.095, -0.048], [-0.012, -0.040, -0.102], [-0.029, -0.066, -0.149], [-0.081, -0.175, -0.096], [-0.009, 0.042, 0.022], [-0.073, -0.009, -0.021], [0.104, 0.023, 0.022], [-0.117, -0.027, 0.010], [-0.116, 0.072, -0.011], [-0.048, 0.106, -0.001], [0.014, 0.055, 0.057], [0.068, -0.119, 0.044]],
  "lowdin_charge": [1.863, 0.188, -0.504, 0.116, 0.006, -0.538, 0.956, -0.041, -0.075, -0.131, -0.537, 0.161, -0.362, -0.242, -0.045, -0.044, -0.029, -0.024, -0.011, 0.101, 0.093, 0.122, 0.126, 0.127, 0.122, -0.089, -0.067, -0.096, -0.145, -0.119, -0.149, -0.280, 0.976, -0.238, -0.280, 0.156, 0.161, 0.198, 0.161, 0.155, 0.154, 0.151, 0.109, 0.098, 0.110, 0.108, 0.110, 0.090, 0.054, -0.023, 0.058, -0.351, -0.305, 0.077, -0.209, 0.020, -0.217, 0.010, -0.047, -0.067, -0.054, -0.007, 0.109, 0.118, 0.109, 0.123, 0.100, 0.102, 0.110, 0.134, 0.122, 0.117, 0.121, 0.125]
}

***

Results for energy above the lowest of the compared OMol25 structures with the same formula, charge and spin: 3.6; 48.5; 60.9 (in kJ/mol, following the order of the records).